C4H10S | ωB97M-V/def2-TZVPD

Geometry as XYZ:
```
15
Properties=species:S:1:pos:R:3:forces:R:3:mulliken_charge:R:1
C 2.671 1.687 0.372 -1.125 11.202 3.167 -0.544
C 2.770 0.448 0.041 0.657 -14.394 -3.793 -0.642
C -3.009 -1.337 0.416 2.081 0.028 -0.961 -0.800
C -0.662 -0.102 -0.722 0.642 -0.450 1.643 -0.600
S -1.366 -0.609 0.890 0.070 -1.384 0.035 -0.051
H 3.439 2.381 0.095 -0.305 0.700 -0.234 0.295
H 1.785 1.973 0.922 0.453 0.612 0.445 0.330
H 1.912 -0.276 0.090 0.780 1.056 -0.334 0.276
H 3.630 -0.084 -0.414 -0.257 0.748 0.829 0.291
H -2.841 -2.095 -0.386 -0.284 0.334 0.925 0.256
H -3.351 -1.739 1.355 -0.558 -0.235 0.000 0.284
H -3.590 -0.533 0.006 -0.665 0.206 0.086 0.287
H -1.477 0.552 -0.892 -0.261 0.628 -2.207 0.362
H 0.152 0.481 -0.370 0.486 1.228 0.364 -0.114
H -0.062 -0.747 -1.401 -1.715 -0.279 0.034 0.372
```
Positions in Å, forces in eV/Å.

Computed properties:
Energy (eV): -15138.30884
Spin multiplicity: 3
F_max (eV/A): 14.9
HOMO (alpha / beta) (eV): -5.44 / -8.50

---

C3H16O4S | ωB97M-V/def2-TZVPD

Geometry as XYZ:
```
24
Properties=species:S:1:pos:R:3:forces:R:3:mulliken_charge:R:1
C -0.855 2.439 -0.143 -0.717 0.197 -0.323 -0.991
C -1.845 1.467 -0.802 0.125 -0.384 -1.087 -0.462
S -1.270 0.976 -2.519 0.358 0.057 0.047 -0.125
C -1.428 -0.843 -2.722 0.210 0.968 1.915 -0.723
H -1.233 2.942 0.753 -0.245 -0.496 0.064 0.294
H 0.124 2.030 0.088 -0.027 -0.020 -0.290 0.177
H -0.782 3.258 -0.856 0.591 0.080 -0.101 0.351
H -2.157 0.569 -0.266 0.277 0.213 0.164 0.338
H -2.713 1.999 -1.165 -0.475 0.274 0.869 0.395
H -2.473 -1.160 -2.784 0.367 -0.053 -0.481 0.292
H -0.984 -1.251 -1.800 -0.140 -0.236 -0.460 0.166
H -0.763 -1.028 -3.553 -0.318 -0.452 -0.358 0.298
O -0.453 -2.759 4.648 -0.934 -0.326 1.467 -0.641
H -0.573 -2.113 3.960 0.775 -0.209 -0.628 0.322
H 0.264 -3.393 4.599 0.155 0.561 -0.851 0.318
O 2.424 0.036 -0.636 0.825 -0.219 -0.569 -0.579
H 3.186 0.252 -1.186 0.161 0.595 0.201 0.260
H 2.203 -0.803 -1.049 -0.716 -0.249 0.238 0.305
O 0.374 -0.391 0.994 -0.348 -0.436 0.288 -0.464
H 0.848 0.417 0.800 0.090 0.210 -0.280 0.306
H 1.000 -0.849 1.563 -0.422 0.080 0.292 0.139
O 3.063 -1.051 2.411 0.305 0.216 0.442 -0.622
H 3.659 -0.340 2.125 -0.399 -0.346 -0.057 0.324
H 2.561 -1.308 1.639 0.501 -0.026 -0.502 0.321
```
Positions in Å, forces in eV/Å.

Computed properties:
Energy (eV): -22394.80509
F_max (eV/A): 2.2
HOMO (eV): -8.24

---

C18H38NO10 | ωB97M-V/def2-TZVPD

Geometry as XYZ:
```
67
Properties=species:S:1:pos:R:3:forces:R:3:mulliken_charge:R:1
C 3.206 0.181 2.700 -0.046 0.193 0.028 -1.137
C 2.242 0.952 1.834 -0.085 0.507 -0.191 0.895
O 2.606 1.878 1.134 -0.174 -0.406 0.124 -0.610
O 0.959 0.586 1.979 0.383 -0.078 0.346 -0.407
C 0.373 0.057 0.697 -0.290 -0.612 -0.888 -0.011
N 1.269 -0.757 0.014 -0.564 0.020 -0.030 -0.136
C 1.473 -0.372 -1.348 0.583 0.142 0.180 -0.534
C 2.964 -0.183 -1.730 -0.630 -0.070 -0.401 -0.035
C 3.781 -1.447 -1.797 0.311 0.089 -0.081 0.388
O 4.784 -1.558 -2.463 -0.117 0.073 0.350 -0.624
O 3.379 -2.484 -1.017 0.285 -0.615 -0.736 -0.435
H 4.217 0.365 2.338 -0.046 -0.074 0.130 0.311
H 2.960 -0.879 2.687 0.002 0.037 -0.088 0.233
H 3.104 0.550 3.727 0.061 -0.072 -0.047 0.331
H -0.529 -0.465 1.068 0.151 0.168 0.446 0.079
H 0.015 0.930 0.119 0.148 0.065 0.027 -0.087
H 1.065 -1.112 -2.077 -0.066 0.099 -0.037 0.214
H 0.991 0.591 -1.596 -0.094 -0.061 -0.045 -0.072
H 3.013 0.265 -2.729 0.181 0.022 0.083 0.249
H 3.423 0.512 -1.022 0.050 -0.147 0.047 0.121
H 2.426 -2.623 -1.111 -0.171 0.663 0.785 0.286
C 0.078 5.688 0.395 0.000 0.066 -0.016 -0.699
O 0.296 5.806 -0.994 -0.163 -0.159 -0.039 -0.334
C 1.301 4.933 -1.486 0.117 0.115 0.062 -0.301
C 0.914 4.296 -2.802 0.121 0.032 -0.011 -0.407
O -0.115 3.331 -2.706 -0.029 -0.192 -0.174 -0.338
C -1.442 3.739 -2.458 -0.017 -0.027 0.170 -0.292
C -2.122 4.453 -3.604 -0.172 0.107 0.024 -0.709
O -1.624 5.767 -3.794 0.243 -0.102 -0.018 -0.282
C -1.492 6.145 -5.142 -0.076 0.066 0.085 -0.787
H 0.869 6.186 0.968 0.013 -0.062 0.034 0.314
H -0.874 6.171 0.618 0.020 0.052 -0.010 0.235
H 0.020 4.640 0.706 0.039 -0.002 0.014 0.292
H 1.518 4.141 -0.761 -0.019 -0.018 -0.002 0.157
H 2.220 5.513 -1.647 0.066 -0.090 0.023 0.380
H 1.789 3.731 -3.134 -0.013 -0.021 -0.017 0.438
H 0.702 5.045 -3.570 -0.120 0.094 0.137 0.122
H -1.524 4.316 -1.534 0.045 0.146 -0.091 0.182
H -1.988 2.805 -2.303 -0.007 -0.001 0.012 0.383
H -3.195 4.518 -3.375 -0.025 -0.108 -0.061 0.376
H -2.002 3.858 -4.517 0.050 0.018 -0.011 0.371
H -1.019 5.354 -5.735 -0.012 0.002 -0.017 0.357
H -0.856 7.029 -5.173 -0.031 0.025 0.008 0.229
H -2.463 6.395 -5.586 0.009 -0.052 -0.063 0.319
C -2.685 -6.910 4.306 -0.057 -0.024 -0.084 -0.788
O -2.784 -6.013 3.229 0.214 0.075 0.061 -0.286
C -3.297 -4.738 3.575 -0.154 -0.101 -0.076 -0.617
C -2.552 -3.609 2.899 -0.047 0.133 -0.125 -0.221
O -1.245 -3.383 3.380 0.002 0.033 0.174 -0.440
C -0.214 -4.294 3.035 0.132 -0.098 0.046 -0.436
C 0.213 -4.271 1.586 0.050 -0.009 -0.109 -0.016
O -0.774 -4.859 0.747 -0.153 0.146 0.109 -0.351
C -0.936 -4.183 -0.482 0.025 -0.038 0.009 -0.641
H -3.665 -7.323 4.580 0.012 0.020 0.069 0.321
H -2.037 -7.728 3.993 -0.036 -0.023 -0.025 0.233
H -2.240 -6.433 5.186 -0.014 -0.002 0.015 0.356
H -3.262 -4.590 4.661 0.047 -0.021 0.003 0.349
H -4.348 -4.691 3.256 -0.028 0.081 0.098 0.360
H -3.096 -2.692 3.144 -0.006 0.008 -0.025 0.394
H -2.573 -3.716 1.812 0.049 -0.173 0.026 0.109
H -0.458 -5.311 3.356 -0.094 -0.006 -0.126 0.113
H 0.646 -3.965 3.622 -0.006 0.022 0.002 0.447
H 1.138 -4.857 1.496 0.074 0.099 0.037 0.352
H 0.432 -3.241 1.279 -0.020 -0.005 -0.021 -0.067
H -0.960 -3.098 -0.338 0.074 0.010 -0.062 0.243
H -1.884 -4.509 -0.912 0.023 -0.050 -0.011 0.274
H -0.128 -4.433 -1.180 0.006 0.092 -0.026 0.286
```
Positions in Å, forces in eV/Å.

Computed properties:
Energy (eV): -41244.06536
F_max (eV/A): 1.1
HOMO (eV): -3.10
Total charge: -1

---

Question: F_max of number 2 (C3H16O4S)?
Answer: 2.2 eV/A

---

Question: Look up the energy of the third one.
Answer: -41244.06536 eV

---

Question: What is the energy in the second record?
Answer: -22394.80509 eV